Below is a single C23H32N4O3 molecule, with properties calculated with ωB97M-V/def2-TZVPD.

**Relative energy (zero: lowest compared OMol25 entry of this formula, charge and spin)**: 295.0 kJ/mol
**SMILES**: COc1ccc(CN2CCC(n3nccc3NC(=O)C3CCCC3)CC2)c(OC)c1
**LUMO energy**: 0.533 eV
**HOMO**: -8.19 eV
**HOMO-LUMO gap**: 8.7 eV
**E_tot**: -36473.0839 eV
**Max |F|**: 0.84 eV/Å

ORCA input file:
```
! wB97M-V def2-TZVPD RIJCOSX def2/J DEFGRID3
* xyz 0 1
C 4.940 6.373 2.230
O 4.560 5.427 3.199
C 4.016 4.250 2.774
C 3.802 3.898 1.450
C 3.242 2.664 1.163
C 2.884 1.772 2.156
C 2.282 0.440 1.797
N 1.333 0.572 0.703
C 0.152 1.312 1.105
C -0.721 1.613 -0.108
C -1.136 0.307 -0.778
N -1.925 0.569 -1.958
N -1.845 1.739 -2.601
C -2.634 1.636 -3.651
C -3.245 0.378 -3.714
C -2.758 -0.286 -2.607
N -2.987 -1.570 -2.135
C -3.720 -2.535 -2.771
O -4.293 -2.355 -3.818
C -3.711 -3.851 -2.000
C -4.518 -4.944 -2.724
C -3.487 -5.971 -3.193
C -2.408 -5.903 -2.117
C -2.273 -4.403 -1.867
C 0.129 -0.485 -1.126
C 0.964 -0.705 0.132
C 3.101 2.132 3.495
O 2.732 1.216 4.440
C 2.916 1.541 5.796
C 3.663 3.362 3.791
H 5.339 7.220 2.786
H 4.084 6.703 1.632
H 5.716 5.979 1.566
H 4.062 4.561 0.641
H 3.062 2.381 0.137
H 1.820 -0.005 2.693
H 3.082 -0.231 1.465
H -0.435 0.749 1.857
H 0.478 2.247 1.564
H -1.603 2.178 0.192
H -0.162 2.210 -0.826
H -1.751 -0.273 -0.072
H -2.741 2.462 -4.325
H -3.929 -0.001 -4.442
H -2.538 -1.815 -1.265
H -4.138 -3.655 -1.012
H -5.072 -4.512 -3.556
H -5.228 -5.406 -2.038
H -3.914 -6.967 -3.300
H -3.068 -5.668 -4.153
H -1.468 -6.358 -2.428
H -2.754 -6.404 -1.211
H -1.830 -4.187 -0.894
H -1.637 -3.964 -2.640
H 0.710 0.094 -1.844
H -0.122 -1.446 -1.580
H 0.393 -1.327 0.850
H 1.877 -1.247 -0.128
H 2.341 2.429 6.079
H 3.973 1.702 6.031
H 2.550 0.681 6.356
H 3.847 3.678 4.804
*
```

Population analysis type natural (NBO), resulting atomic charges in e:
1 C -0.25
2 O -0.51
3 C 0.40
4 C -0.38
5 C -0.10
6 C -0.13
7 C -0.23
8 N -0.44
9 C -0.23
10 C -0.40
11 C -0.04
12 N -0.18
13 N -0.29
14 C -0.04
15 C -0.36
16 C 0.31
17 N -0.62
18 C 0.70
19 O -0.59
20 C -0.33
21 C -0.41
22 C -0.40
23 C -0.40
24 C -0.40
25 C -0.40
26 C -0.21
27 C 0.33
28 O -0.50
29 C -0.25
30 C -0.37
31 H 0.20
32 H 0.18
33 H 0.18
34 H 0.22
35 H 0.22
36 H 0.19
37 H 0.21
38 H 0.16
39 H 0.22
40 H 0.22
41 H 0.24
42 H 0.19
43 H 0.21
44 H 0.25
45 H 0.40
46 H 0.22
47 H 0.25
48 H 0.20
49 H 0.21
50 H 0.20
51 H 0.21
52 H 0.20
53 H 0.21
54 H 0.21
55 H 0.22
56 H 0.20
57 H 0.15
58 H 0.21
59 H 0.18
60 H 0.18
61 H 0.20
62 H 0.23